# 1
Computed, not measured: 2 unconnected molecules or ions with the total composition C4H5ClO2 at a distorted geometry, with the ωB97M-V functional and the def2-TZVPD basis.

```
12
Properties=species:S:1:pos:R:3:forces:R:3:mulliken_spin:R:1
C 1.25999 1.73756 0.85807 3.591 1.752 -0.215 0.5369
C -1.62338 -0.20199 0.14470 -0.897 -0.528 0.227 0.0462
C -0.25268 -0.10068 -0.27443 1.113 -1.384 0.236 0.7090
C 0.68885 -1.21010 -0.65400 -0.738 0.542 -2.263 0.0621
O 2.36424 2.04985 0.55165 -2.922 -0.989 0.635 0.1669
O -1.17647 0.24016 -1.15119 -1.216 1.130 -1.826 0.1301
Cl 0.32683 2.42134 2.25742 -0.121 -0.093 -0.026 0.2971
H -2.06091 -1.20840 0.06969 -0.232 0.532 0.355 0.0086
H -2.14024 0.58670 0.69390 0.232 -0.441 0.179 -0.0021
H 0.29978 -1.60465 -1.70355 0.555 0.289 2.282 0.0249
H 0.65530 -1.94241 0.15011 0.654 -0.219 -0.314 0.0034
H 1.65870 -0.76736 -0.94236 -0.019 -0.592 0.731 0.0170
```
Forces are in eV/Å.

Calculated values
total charge = 0
multiplicity = 3
HOMO-LUMO gap (alpha / beta) = 7.923 / 8.893 eV
expectation value of S² = 2.01
relative energy (zero: lowest compared OMol25 entry of this formula, charge and spin) = 0.0 kJ/mol
F_max = 4.002 eV Å⁻¹
energy = -20840.695 eV

# 2
Computed, not measured: 2 unconnected molecules or ions with the total composition C33H48N4OP at a distorted geometry, with the ωB97M-V functional and the def2-TZVPD basis.

```
87
Properties=species:S:1:pos:R:3:forces:R:3:mulliken_charge:R:1
C -0.71463 2.76621 -6.25137 0.221 -0.296 -0.336 -0.9455
N -0.65044 2.52895 -4.82488 -0.311 0.324 0.341 0.2842
C -1.20912 3.40195 -3.93622 -0.293 1.190 -0.643 0.2698
O -1.75800 4.46148 -4.22798 0.701 -1.634 0.636 -0.6885
C -0.99929 2.82275 -2.54018 -0.015 0.775 0.006 -0.0536
C -2.32637 2.50294 -1.84113 -0.147 -0.295 0.122 -0.5713
C -3.16669 3.73814 -1.59383 -0.134 0.069 0.087 0.5969
C -4.44656 3.83323 -2.15260 0.333 0.239 0.040 -0.3260
C -5.18510 5.00927 -2.00903 0.172 -0.008 0.272 -0.6286
C -4.66193 6.06820 -1.25416 0.134 -0.121 -0.180 -0.4113
C -3.39807 5.96118 -0.65765 -0.055 -0.297 -0.069 -0.7413
C -2.65399 4.78728 -0.82043 -0.378 0.099 -0.236 -0.2753
N -0.18564 1.63190 -2.80330 0.756 -1.376 2.100 0.5937
C 0.25839 0.86528 -1.77682 -0.799 1.334 -1.356 0.0556
C 1.02705 -0.27967 -1.95025 0.772 -1.202 0.267 0.6244
C 1.52171 -1.12750 -0.96030 -0.403 0.695 -1.053 -0.3126
C 2.29230 -2.30410 -1.28604 0.538 -0.792 -0.353 0.7330
C 2.78506 -3.17135 -0.26336 -0.183 0.337 -0.430 -0.3659
C 3.52820 -4.30281 -0.57989 -0.136 0.223 -0.046 -0.5696
C 3.81896 -4.62519 -1.91488 -0.153 0.209 0.285 1.2051
C 4.62967 -5.83914 -2.23466 0.167 -0.269 -0.154 -1.3920
C 3.34058 -3.79470 -2.93595 -0.199 0.344 0.115 -1.0295
C 2.59670 -2.65947 -2.64043 0.010 -0.111 0.547 -0.5675
C 0.05145 1.38807 -4.24491 -0.096 0.005 -0.918 0.0378
C -0.59548 0.08607 -4.74127 -0.180 0.023 0.217 -1.5136
C 1.53424 1.45179 -4.64489 -0.004 0.207 0.258 -1.5229
H -1.30290 3.66738 -6.43625 0.134 -0.156 0.178 0.3847
H 0.29162 2.89063 -6.66778 -0.189 0.121 0.033 0.2973
H -1.18478 1.91715 -6.76038 -0.013 0.183 0.066 0.3074
H -0.41555 3.54527 -1.94134 -0.237 -0.269 -0.254 0.3529
H -2.88277 1.77406 -2.45913 0.192 0.263 0.283 0.3218
H -2.08197 2.01701 -0.88309 -0.164 0.027 -0.201 0.4323
H -4.83872 2.98543 -2.72075 0.071 0.346 0.100 0.3217
H -6.16548 5.09366 -2.48682 0.358 0.013 0.250 0.3734
H -5.23430 6.99128 -1.15107 0.169 -0.278 0.001 0.3688
H -2.98559 6.78788 -0.07070 -0.226 -0.315 -0.234 0.3758
H -1.66503 4.68412 -0.36347 -0.308 0.146 -0.100 0.3016
H -0.03628 1.20061 -0.77685 0.114 -0.053 -0.332 0.7729
H 1.26185 -0.54494 -2.97299 -0.087 0.062 0.365 -0.9740
H 1.32704 -0.90138 0.08629 0.012 -0.095 0.012 0.3306
H 2.56982 -2.93058 0.77845 0.033 -0.038 -0.247 0.2477
H 3.90303 -4.96308 0.20678 -0.174 0.298 -0.176 0.4461
H 4.75898 -5.94389 -3.31664 0.017 -0.046 0.231 0.3685
H 5.62339 -5.78631 -1.77018 -0.221 0.030 -0.092 0.3316
H 4.14602 -6.74815 -1.85366 0.074 0.202 -0.075 0.3357
H 3.56434 -4.04930 -3.97459 -0.103 0.130 0.325 0.2971
H 2.24784 -2.04736 -3.47258 0.131 -0.210 0.252 0.2677
H -1.68099 0.12606 -4.57131 0.310 -0.074 -0.087 0.3294
H -0.39509 -0.02775 -5.81463 -0.107 0.013 0.323 0.4825
H -0.18853 -0.78311 -4.22037 -0.146 0.052 -0.195 0.4045
H 1.92938 2.45036 -4.41158 -0.016 -0.303 -0.093 0.3643
H 2.12485 0.70170 -4.11568 0.028 0.175 -0.189 0.3846
H 1.62342 1.26578 -5.72373 -0.007 0.088 0.351 0.4680
C -0.07677 -4.64246 2.98777 0.183 -0.267 -0.209 -1.4852
C 0.55309 -3.68727 3.99870 -0.331 0.434 0.213 1.1934
C 0.08143 -4.06814 5.40630 0.112 -0.190 0.255 -1.6737
C 2.07649 -3.74273 3.95219 0.126 -0.329 0.102 -1.5433
N 0.10674 -2.31034 3.67136 1.529 -0.223 0.209 0.4903
P 1.11606 -0.90601 3.59433 -1.022 -0.060 -0.001 -0.3624
H 1.22605 -0.85103 2.10604 -0.217 0.211 0.236 -0.3424
N -0.28386 0.09609 3.86573 1.614 0.528 0.153 0.5041
C -0.29633 1.45484 4.47597 -0.040 -0.527 0.080 1.3311
C -1.24988 2.33017 3.66648 0.051 0.338 -0.180 -1.4719
C 1.12322 2.01295 4.47109 -0.005 0.313 0.141 -1.8806
C -0.80840 1.39537 5.91933 0.039 0.099 0.297 -1.6269
C -1.44427 -0.63111 3.77402 -0.928 -2.402 -0.461 -0.4296
C -1.22622 -1.98337 3.65743 -1.485 2.023 -0.001 -0.5274
H 0.17802 -4.34655 1.96121 -0.068 -0.053 0.182 0.3233
H 0.30207 -5.65891 3.15850 -0.155 0.176 -0.050 0.4423
H -1.17003 -4.66369 3.08786 0.311 -0.038 -0.066 0.3589
H 0.51094 -3.39336 6.15833 -0.126 -0.091 -0.178 0.3583
H -1.01235 -4.04043 5.49112 0.245 0.056 -0.047 0.3600
H 0.41070 -5.08990 5.64583 -0.111 0.230 -0.046 0.4255
H 2.52443 -3.10542 4.72786 -0.117 -0.140 -0.285 0.4378
H 2.39297 -4.77648 4.14769 -0.021 0.248 -0.054 0.4659
H 2.47364 -3.45675 2.96936 -0.084 0.029 0.167 0.1689
H -2.28762 1.98359 3.75801 0.271 0.133 -0.050 0.3497
H -1.20328 3.36260 4.03738 -0.082 -0.211 -0.087 0.4400
H -0.97249 2.33280 2.60478 -0.046 -0.002 0.159 0.2449
H 1.78255 1.43809 5.13604 -0.168 0.111 -0.248 0.4306
H 1.55227 2.03727 3.46207 -0.051 -0.058 0.118 0.3843
H 1.09387 3.04452 4.84707 0.058 -0.223 -0.099 0.4678
H -0.15839 0.77084 6.54538 -0.139 0.067 -0.162 0.3742
H -0.81613 2.40778 6.35104 -0.015 -0.266 -0.112 0.4282
H -1.83264 1.00466 5.97404 0.250 0.024 -0.053 0.3515
H -2.41701 -0.14710 3.78771 0.263 -0.185 -0.010 0.4555
H -1.99544 -2.74381 3.55244 0.198 0.261 0.076 0.3762
```
Forces are in eV/Å.

Calculated values
total charge = +1
HOMO-LUMO gap = 4.033 eV
relative energy (zero: lowest compared OMol25 entry of this formula, charge and spin) = 0.0 kJ/mol
F_max = 2.622 eV Å⁻¹
energy = -52290.710 eV